(1)
DFT (ωB97M-V/def2-TZVPD) results for a 4-piece molecular cluster, C13H25O7S overall at a distorted geometry.

Summary:
net charge	-1
HOMO-LUMO gap	7.052	eV
spin multiplicity	1

The geometry in XYZ format:
```
46
Properties=species:S:1:pos:R:3:nbo_charge:R:1
H 1.346 4.544 1.723 0.1648
H -6.278 1.439 2.315 0.1986
O 3.056 -0.584 -2.029 -0.7301
H 2.784 5.310 2.439 0.1544
C -2.967 -1.785 -0.399 -0.0928
H -0.206 -3.530 1.922 0.2009
H -5.264 -2.533 1.021 0.1999
C -5.075 -1.462 1.025 -0.2539
H -2.868 0.810 -0.127 0.2573
H -6.755 -0.958 2.263 0.1961
C 0.582 -1.449 0.565 -0.6845
C 2.078 4.485 2.535 -0.2414
H 1.560 4.569 3.497 0.1479
H 4.017 -0.626 -2.000 0.4706
H 1.080 -1.272 -0.391 0.2468
H -3.165 -1.623 -1.474 0.1714
S 0.238 0.164 1.368 2.3997
O 2.796 3.270 2.462 -0.7474
C 2.699 0.684 -2.560 -0.2457
C -0.738 -2.245 0.302 0.1151
H 1.615 0.753 -2.598 0.1968
H -1.459 -2.328 2.393 0.2615
H 1.187 -1.998 1.288 0.2220
O 1.514 0.690 1.870 -1.0710
C 6.070 0.361 -4.485 -0.2485
H 3.105 0.795 -3.572 0.1331
H 6.841 -1.254 -3.724 0.4623
H -0.553 -2.962 -0.518 0.1532
H -3.090 -2.860 -0.213 0.1708
H 5.423 1.162 -4.137 0.1915
H 7.027 0.785 -4.805 0.1579
H 5.592 -0.152 -5.324 0.1622
C -4.551 1.288 1.075 -0.1893
O -0.677 -0.037 2.468 -1.0389
H -4.290 2.341 1.086 0.2114
C -5.644 0.758 1.751 -0.2317
O -0.276 1.130 0.400 -1.0415
C -3.740 0.417 0.393 -0.2165
C -1.106 -2.990 1.600 -0.6539
C -5.896 -0.582 1.708 -0.2261
C -3.987 -0.943 0.364 0.0546
H -1.847 -3.780 1.395 0.1821
H 2.151 2.547 2.546 0.5124
H 3.087 1.475 -1.913 0.1761
O 6.269 -0.550 -3.408 -0.7253
O -1.685 -1.277 -0.097 -0.5326
```

(2)
DFT (ωB97M-V/def2-TZVPD) results for a single C13H26BN3O5 molecule at a distorted geometry.

Summary:
structure (SMILES)	N[C@@]1(C(=O)O)CN(C[C@@H]2COCCN2)C[C@@H]1CCCB(O)O
HOMO-LUMO gap	8.082	eV
spin multiplicity	1

The geometry in XYZ format:
```
48
Properties=species:S:1:pos:R:3:nbo_charge:R:1
N -2.893 1.115 1.929 -0.8731
N 0.364 -2.951 -2.202 -0.6713
H -1.288 3.556 -1.099 0.1984
O -0.943 2.204 3.495 -0.6698
H -1.964 1.232 -0.218 0.2057
H -0.904 3.061 1.267 0.1990
C -1.528 0.624 1.704 0.0285
H 1.729 -4.504 -0.491 0.1496
C -0.159 0.113 -0.277 -0.2297
C 0.708 -4.704 -0.555 -0.0892
H -0.998 -1.418 2.375 0.2064
H 2.948 6.025 1.507 0.4975
O 2.027 5.968 1.144 -0.9132
O 2.294 3.747 0.352 -0.8993
O 0.537 -5.625 -1.593 -0.5397
C -0.290 3.489 -0.675 -0.3940
H -2.878 2.059 2.335 0.3808
O 0.437 0.538 3.008 -0.6171
C -0.604 1.122 2.857 0.7990
H 0.724 -6.095 -3.562 0.1959
H -0.151 2.385 4.113 0.5085
H 0.933 0.319 -0.103 0.1645
C 0.467 -3.891 -3.372 -0.2400
H -3.609 0.942 1.186 0.3821
H 0.693 2.319 0.951 0.2303
C -0.996 1.225 0.345 -0.2032
H -0.452 -4.095 -3.925 0.1759
H 2.087 -5.141 -2.884 0.1514
C 0.979 -5.255 -2.919 -0.0727
C -0.015 -3.373 -0.859 -0.0589
N -0.681 -1.194 0.196 -0.4454
H 1.026 -3.405 -4.222 0.2106
C -1.486 -0.940 1.533 -0.2192
H -2.427 -1.509 1.294 0.2169
C 0.266 -2.310 0.274 -0.2302
H 0.715 -5.196 0.456 0.1956
C -0.337 2.571 0.496 -0.4215
C 0.094 4.876 -0.271 -0.7495
H -0.642 5.298 0.456 0.2209
H 0.133 -2.851 1.218 0.2035
H 0.390 3.164 -1.412 0.2071
H 0.948 -2.069 -2.203 0.3845
B 1.519 4.877 0.482 1.1221
H -0.035 5.536 -1.113 0.2426
H 1.307 -1.997 0.445 0.1938
H -1.092 -3.669 -0.844 0.1828
H -0.099 0.043 -1.352 0.1999
H 3.140 3.782 0.734 0.4829
```

(3)
DFT (ωB97M-V/def2-TZVPD) results for C13H26CeClINOP2S as an isolated structure at a distorted geometry.

Summary:
net charge	+3
HOMO-LUMO gap (alpha / beta)	5.630 / 5.601	eV
spin multiplicity	1

The geometry in XYZ format:
```
47
Properties=species:S:1:pos:R:3:mulliken_charge:R:1
H 0.666 -2.985 -6.003 0.3820
H -4.840 1.131 -0.202 0.4458
C 1.706 2.318 4.380 -0.2606
P -2.927 -0.333 -0.058 0.7934
H -4.827 -1.014 1.370 0.3966
C 0.900 1.641 5.264 -0.5764
C -0.680 1.223 3.476 -0.3266
H -1.154 -3.159 -5.889 0.3888
H 3.350 0.211 1.889 0.2894
C -0.177 -3.696 -5.833 -0.8253
C 3.180 1.966 -0.662 -1.0419
H -1.600 0.794 3.068 0.2391
Ce -0.239 0.159 -1.062 0.0337
H -0.149 -4.495 -6.614 0.3665
H -0.930 0.525 5.490 0.4329
C -3.726 -1.056 1.426 -1.0644
H -3.359 -0.958 -2.393 0.3425
C 3.449 -0.614 -1.834 -1.1672
H 4.245 1.969 -0.940 0.4358
N 1.300 2.472 3.079 -0.0370
Cl -0.635 2.327 -2.383 -0.1939
H 3.488 -1.699 -1.661 0.3658
H -3.412 -2.105 1.518 0.3882
H 2.584 2.437 -1.457 0.3476
S -0.359 2.387 1.007 -0.1089
H 3.038 2.557 0.255 0.2458
H 2.655 2.771 4.629 0.4615
H 1.189 1.558 6.305 0.4404
C 3.675 -0.296 0.975 -1.0515
C -3.756 1.303 -0.156 -1.1554
H -3.507 1.909 0.725 0.3830
H -4.822 -1.066 -1.343 0.4109
H 2.895 -0.443 -2.768 0.3316
H 4.738 -0.083 0.806 0.3911
I -0.194 -1.145 -3.541 0.0639
C -3.743 -1.262 -1.409 -1.1579
C -0.290 1.073 4.803 -0.1950
C 0.099 1.986 2.596 0.2990
P 2.631 0.226 -0.421 0.8047
O 0.072 -4.775 -3.518 -0.1103
H 4.471 -0.218 -1.919 0.4083
H 1.865 3.023 2.432 0.2672
H -3.424 1.859 -1.043 0.3602
H 3.547 -1.374 1.117 0.3786
C -0.050 -4.196 -4.532 0.6927
H -3.388 -0.513 2.321 0.3111
H -3.554 -2.338 -1.291 0.3741
```